# 1
The following is a DFT calculation (ωB97M-V/def2-TZVPD) of a single C3H6O2S molecule.

Results
Energy (eV): -18138.309
SMILES: O=C(O)CCS
Energy above the lowest of the compared OMol25 structures with the same formula, charge and spin (kcal/mol): 14.73
Net charge: 0

XYZ file:
```
12
Properties=species:S:1:pos:R:3:forces:R:3:lowdin_charge:R:1
O -0.611 -0.619 2.089 0.4 0.3 0.4 0.114
C -0.729 0.233 1.252 -1.2 -1.9 -0.4 -0.510
O -1.951 0.776 0.986 0.4 0.7 -0.5 0.088
C 0.251 0.506 0.148 0.7 0.8 -0.3 -0.182
C 0.690 -0.743 -0.612 -0.3 -2.0 0.0 -0.590
S 2.054 -0.483 -1.800 -1.6 1.6 0.1 0.688
H -2.662 0.281 1.409 0.3 -0.1 0.5 0.122
H -0.299 1.118 -0.557 0.0 0.3 -0.3 0.105
H 1.118 1.108 0.440 -0.1 -0.3 0.4 0.123
H -0.188 -1.166 -1.120 0.1 0.5 -0.4 0.081
H 0.997 -1.660 -0.089 0.1 0.8 0.9 0.071
H 1.330 0.649 -2.146 1.2 -0.7 -0.5 -0.110
```
Positions in Å, forces in eV/Å.



# 2
The following is a DFT calculation (ωB97M-V/def2-TZVPD) of C3H6O3 as an isolated structure.

Results
Energy (eV): -9346.476
Energy above the lowest of the compared OMol25 structures with the same formula, charge and spin (kcal/mol): 111.63
Net charge: 0

XYZ file:
```
12
Properties=species:S:1:pos:R:3:forces:R:3:lowdin_charge:R:1
O -1.641 0.775 -0.354 0.0 0.1 -0.2 -0.050
C -1.223 -0.484 0.111 0.0 -0.3 0.2 -0.226
C 0.300 -0.586 0.009 -0.1 0.0 0.2 -0.379
O 0.680 -0.298 -1.313 0.2 0.1 0.0 -0.024
C 0.940 0.369 0.986 0.0 -0.2 -0.4 -0.057
O 1.772 1.213 0.433 -0.1 -0.1 0.3 -0.001
H -1.209 0.879 -1.215 -0.1 0.1 0.1 0.091
H -1.674 -1.304 -0.467 0.1 0.1 0.1 0.126
H -1.538 -0.577 1.154 0.1 0.0 -0.1 0.127
H 0.626 -1.596 0.311 0.0 0.1 0.0 0.157
H 1.384 0.375 -1.261 -0.1 -0.1 -0.1 0.087
H 1.611 1.260 1.581 0.2 0.2 0.0 0.148
```
Positions in Å, forces in eV/Å.



# 3
The following is a DFT calculation (ωB97M-V/def2-TZVPD) of C3H6O3 as an isolated structure.

Results
Energy (eV): -9348.458
Energy above the lowest of the compared OMol25 structures with the same formula, charge and spin (kcal/mol): 65.91
Net charge: 0

XYZ file:
```
12
Properties=species:S:1:pos:R:3:forces:R:3:lowdin_charge:R:1
O 0.583 -0.866 -0.811 -0.3 0.3 0.1 -0.145
C 1.135 -0.242 0.324 0.0 0.1 0.1 -0.217
C 0.018 0.635 0.938 0.0 -0.1 0.1 -0.121
O -0.661 1.158 -0.218 0.0 -0.4 -0.1 -0.015
C -0.983 0.159 -1.055 0.4 -0.1 0.1 -0.300
O -1.637 -0.904 -0.682 0.1 0.3 0.0 -0.009
H -0.574 -1.398 -0.544 0.0 0.2 -0.1 0.136
H 1.991 0.379 0.021 -0.2 -0.1 0.0 0.122
H 1.484 -0.981 1.058 -0.1 0.1 -0.2 0.126
H 0.383 1.490 1.513 -0.1 -0.2 -0.2 0.130
H -0.680 0.043 1.541 0.1 0.1 -0.1 0.126
H -1.056 0.528 -2.085 0.0 -0.2 0.2 0.167
```
Positions in Å, forces in eV/Å.



# 4
The following is a DFT calculation (ωB97M-V/def2-TZVPD) of a 3-piece molecular cluster, C3H6O3 overall.

Results
Energy (eV): -9340.429
Energy above the lowest of the compared OMol25 structures with the same formula, charge and spin (kcal/mol): 251.07
Net charge: 0

XYZ file:
```
12
Properties=species:S:1:pos:R:3:forces:R:3:lowdin_charge:R:1
O -1.367 -0.298 -2.233 -1.1 -0.6 0.3 0.132
C -0.793 0.365 -1.430 0.6 0.7 -2.3 -0.230
O -1.548 1.795 1.516 0.8 -1.6 -1.2 -0.291
C -0.728 0.058 0.027 2.3 -2.2 -0.5 0.092
C 0.284 -0.781 0.027 -2.2 0.3 0.1 0.227
O 2.823 -1.183 0.279 -2.1 0.0 -1.3 -0.322
H -2.280 2.113 2.055 -0.3 -0.5 0.0 -0.027
H -0.075 1.096 -1.835 -0.1 0.7 0.9 0.163
H -1.436 0.540 0.873 -1.2 3.3 2.2 0.072
H 0.107 -1.817 -0.288 0.3 -0.1 0.1 0.174
H 1.448 -0.644 0.119 3.4 -0.4 1.4 0.053
H 3.564 -1.245 0.889 -0.4 0.6 0.5 -0.043
```
Positions in Å, forces in eV/Å.



> Look up the net charge of the third one.

0



> Which of these has the lowest energy above the lowest of the compared OMol25 structures with the same formula, charge and spin?

C3H6O2S